{
  "formula": "C3H8N2S",
  "method": "ωB97M-V/def2-TZVPD",
  "smiles": "C=NSC.C=N",
  "total_charge": 0,
  "orbital_gap_ha": 0.3319,
  "e_above_lowest_kcal_mol": 79.2,
  "species": ["C", "N", "S", "C", "H", "H", "H", "H", "H", "C", "N", "H", "H", "H"],
  "coordinates": [[-1.561, 0.119, -0.729], [-1.225, -1.012, -0.349], [0.295, -1.706, -0.353], [1.089, -0.746, -1.691], [-0.943, 0.804, -1.364], [-2.555, 0.461, -0.391], [2.010, -1.357, -2.086], [1.321, 0.293, -1.277], [0.353, -0.778, -2.445], [-0.044, 1.093, 2.035], [0.810, 0.230, 1.657], [-0.136, 1.073, 3.120], [-0.670, 1.638, 1.382], [1.255, -0.113, 2.491]]
}